1.
This record from the Open Molecules 2025 dataset describes a structure of composition C26H45N3O10S. The level of theory is ωB97M-V with the def2-TZVPD basis set.

Structure (XYZ):
```
85
Properties=species:S:1:pos:R:3:forces:R:3:mulliken_charge:R:1
C 1.423 4.506 0.133 0.49 0.57 -0.56 -1.014
C 2.326 3.391 -0.515 0.18 -0.24 -0.43 -0.167
C 2.481 2.063 0.341 -1.41 -0.50 0.40 -0.674
C 1.170 1.868 1.221 0.21 -0.56 -0.75 0.514
C 0.010 1.268 0.604 0.34 0.50 1.50 0.664
C 0.051 0.797 -0.901 -0.42 0.83 0.61 -1.154
C -1.290 1.102 1.402 2.65 1.70 2.50 0.007
O -2.434 0.547 0.846 0.96 1.26 0.57 -0.464
C -3.406 1.540 0.454 -1.43 0.34 -1.03 -0.868
C -4.811 1.372 1.154 -0.58 -0.18 0.25 0.944
C -5.366 -0.122 1.046 0.11 0.51 0.73 -1.497
C -5.847 2.437 0.563 1.36 -0.23 1.16 -1.225
C -5.436 3.921 1.006 -1.64 0.46 -0.80 0.797
C -4.719 4.735 -0.165 0.36 -0.34 0.69 -1.217
C -6.799 4.717 1.323 1.37 -0.51 -0.23 -1.373
C -1.273 1.591 2.786 -0.23 -0.80 -1.46 0.094
N -2.506 1.487 3.572 1.15 1.39 -0.36 -0.607
C -0.059 2.191 3.408 2.73 0.97 -0.07 0.656
N 0.147 2.712 4.669 0.34 -0.41 -1.54 -0.694
S 1.706 3.289 4.783 -1.17 -0.97 -1.57 0.110
N 2.322 2.961 3.250 -3.73 -1.14 0.60 -0.650
C 1.237 2.363 2.635 -1.42 -0.96 -1.52 0.797
H 0.331 4.239 0.190 1.18 0.01 0.13 0.146
H 1.471 5.420 -0.536 0.01 -0.94 0.76 0.425
H 1.825 4.809 1.140 -0.57 -0.35 -0.89 0.232
H 3.356 3.801 -0.747 -1.12 -0.34 0.36 0.367
H 1.890 3.115 -1.520 0.44 0.33 1.02 0.117
H 3.384 2.044 1.002 -0.87 0.32 -0.51 0.506
H 2.545 1.135 -0.305 0.12 1.20 0.45 -0.235
H 0.685 -0.120 -1.045 -0.76 0.73 0.19 0.069
H -1.016 0.639 -1.235 1.28 -0.14 0.30 0.258
H 0.484 1.613 -1.547 -0.44 -0.89 0.69 0.205
H -3.018 2.600 0.535 -0.21 -1.18 0.25 0.347
H -3.592 1.383 -0.657 0.23 0.11 1.11 0.359
H -4.771 1.589 2.263 0.31 -0.21 -1.25 0.094
H -6.059 -0.260 0.176 0.90 0.03 0.53 0.319
H -5.973 -0.358 1.973 0.61 0.35 -1.02 0.326
H -4.501 -0.835 1.062 -0.91 0.54 -0.32 0.366
H -6.838 2.198 1.045 0.89 0.14 -0.87 0.246
H -5.852 2.308 -0.553 -0.39 0.28 0.96 0.376
H -4.804 3.900 1.944 -0.62 -0.10 -1.07 0.154
H -5.297 5.640 -0.500 0.40 -0.93 0.43 0.453
H -3.730 5.113 0.222 -0.81 -0.47 -0.80 0.206
H -4.610 4.050 -1.047 0.28 0.82 0.72 0.246
H -7.241 4.964 0.319 0.06 -0.23 1.15 0.325
H -7.480 4.067 1.934 0.49 0.92 -0.48 0.382
H -6.501 5.663 1.847 -0.67 -0.76 -0.40 0.359
H -2.299 1.815 4.527 0.01 -0.37 -0.47 0.372
H -3.106 2.238 3.196 0.01 -0.66 0.25 0.002
C 1.417 -3.012 0.662 -0.46 0.14 0.03 -0.527
O 2.706 -3.595 0.869 0.24 0.11 -0.16 -0.313
C 3.641 -3.185 0.006 -0.01 -0.07 0.17 0.747
O 3.480 -2.397 -0.891 0.04 -0.06 0.07 -0.539
O 4.790 -3.804 0.313 -0.25 0.14 -0.03 -0.253
C 5.885 -3.456 -0.535 0.37 0.04 -0.20 -0.686
H 0.747 -3.418 1.418 0.26 -0.11 0.03 0.286
H 1.460 -1.928 0.784 0.05 -0.06 -0.13 0.104
H 1.029 -3.274 -0.323 0.11 0.12 0.01 0.326
H 6.105 -2.390 -0.463 -0.12 -0.05 -0.11 0.279
H 5.676 -3.737 -1.568 -0.06 0.15 0.06 0.322
H 6.756 -4.014 -0.194 -0.21 -0.06 0.16 0.219
C 3.238 -0.101 -3.691 0.19 -0.31 0.27 -0.558
O 2.496 1.030 -4.152 -0.08 0.13 -0.20 -0.140
C 2.396 1.118 -5.483 -0.03 0.06 0.14 0.665
O 2.865 0.347 -6.281 -0.09 0.15 0.11 -0.546
O 1.683 2.214 -5.774 0.08 -0.13 0.12 -0.305
C 1.495 2.436 -7.171 -0.09 0.13 -0.34 -0.641
H 3.252 -0.070 -2.603 -0.15 0.18 -0.09 0.034
H 2.756 -1.029 -4.003 0.11 0.07 -0.10 0.320
H 4.266 -0.061 -4.053 -0.12 -0.06 -0.12 0.388
H 0.944 1.609 -7.622 0.18 -0.02 0.01 0.288
H 2.454 2.577 -7.671 -0.06 -0.17 0.02 0.290
H 0.907 3.345 -7.284 0.04 -0.05 0.27 0.221
C 1.105 -10.089 1.159 -0.29 -0.22 -0.02 -0.624
O 2.406 -9.506 1.113 0.06 0.16 0.04 -0.327
C 2.453 -8.232 1.528 0.21 0.01 -0.04 0.782
O 1.517 -7.582 1.918 0.12 -0.14 -0.08 -0.543
O 3.718 -7.812 1.434 -0.19 -0.24 0.02 -0.341
C 3.918 -6.458 1.848 0.12 0.32 0.10 -0.340
H 1.191 -11.114 0.802 0.25 0.12 -0.01 0.218
H 0.728 -10.108 2.183 -0.03 0.15 -0.09 0.287
H 0.418 -9.550 0.506 0.01 0.06 0.17 0.293
H 3.653 -6.334 2.900 -0.14 0.00 -0.11 0.297
H 3.344 -5.777 1.225 -0.06 -0.11 0.19 0.115
H 4.975 -6.226 1.730 -0.05 -0.27 -0.10 0.205
```
Positions in Å, forces in eV/Å.

Calculated values
* charge: 0
* total energy: -2332.46929 a.u.
* ΔE to the lowest compared entry with this formula, charge and spin: 270.9 kJ/mol
* multiplicity: 1

---

2.
This record from the Open Molecules 2025 dataset describes a cluster of 2 separate species, C32H30N in total. The level of theory is ωB97M-V with the def2-TZVPD basis set.

Structure (XYZ):
```
63
Properties=species:S:1:pos:R:3:forces:R:3:mulliken_charge:R:1
C -2.926 -0.487 1.634 -0.19 0.10 0.02 -0.969
N -1.641 -0.147 2.233 -0.10 0.37 -0.32 0.616
C -0.495 -0.711 1.752 0.15 -0.40 0.24 0.974
C -0.488 -1.521 0.647 -0.40 0.79 -0.25 -0.888
C 0.499 -2.602 0.444 1.07 -0.40 -0.26 -0.285
C 1.605 -2.643 1.521 -0.26 -0.15 -0.12 -1.159
C 1.967 -1.247 2.008 -0.11 0.08 -0.02 -0.595
C 0.748 -0.531 2.596 0.03 -0.32 0.31 -0.660
C -1.641 0.855 3.260 -0.06 0.50 0.30 -0.712
C -2.006 0.514 4.574 0.37 0.17 -0.54 -0.088
C -1.976 1.490 5.570 -0.01 0.07 -0.21 -0.727
C -1.643 2.809 5.248 -0.01 -0.10 -0.12 -0.376
C -1.334 3.161 3.930 0.04 -0.23 0.08 -0.757
C -1.322 2.186 2.935 -0.10 -0.52 0.31 0.162
H -3.692 0.129 2.115 0.13 -0.17 -0.17 0.363
H -2.937 -0.283 0.552 -0.09 -0.01 0.30 0.271
H -3.168 -1.549 1.797 0.14 0.25 -0.13 0.332
H -1.276 -1.425 -0.098 -0.21 -0.38 0.53 0.474
H 0.002 -3.587 0.410 0.03 0.30 0.00 0.444
H 0.978 -2.483 -0.540 0.02 -0.19 0.10 -0.190
H 1.248 -3.240 2.369 0.08 0.09 -0.02 0.375
H 2.490 -3.148 1.119 -0.15 0.02 0.10 0.423
H 2.740 -1.308 2.779 0.01 0.05 -0.10 0.424
H 2.383 -0.658 1.181 -0.05 -0.02 -0.01 0.076
H 0.972 0.537 2.728 -0.17 -0.19 -0.06 0.427
H 0.548 -0.926 3.611 0.02 0.19 -0.33 0.346
H -2.266 -0.522 4.796 0.08 0.30 -0.01 0.440
H -2.207 1.209 6.597 0.02 0.15 -0.25 0.383
H -1.626 3.567 6.029 -0.01 -0.16 -0.17 0.398
H -1.085 4.190 3.674 -0.07 -0.22 0.13 0.381
H -1.057 2.424 1.903 -0.07 -0.02 0.27 0.368
C 0.270 -0.060 -2.041 -0.35 0.01 -0.29 0.688
C -1.033 -0.277 -2.630 -0.40 -0.22 -0.06 0.533
C -1.532 -1.583 -2.860 -0.09 0.09 -0.37 0.209
C -2.652 -1.779 -3.667 0.17 0.09 0.24 -1.330
C -3.323 -0.678 -4.219 0.22 0.16 0.18 -0.399
C -2.891 0.623 -3.928 -0.02 -0.20 0.08 -0.949
C -1.761 0.826 -3.142 0.05 -0.20 0.02 -0.743
C 0.718 1.165 -1.410 1.27 0.56 0.22 -0.073
C 2.155 1.151 -1.392 -0.89 1.21 0.23 0.084
C 2.880 2.284 -1.050 -0.18 -0.69 -0.08 -0.404
C 2.184 3.449 -0.714 -0.67 0.07 0.06 -0.791
C 0.779 3.454 -0.670 0.37 0.01 0.09 -1.077
C 0.038 2.311 -0.987 0.06 -0.26 -0.06 0.067
C 2.605 -0.102 -1.979 -0.04 -1.28 -0.79 0.081
C 1.440 -0.847 -2.381 0.99 0.42 0.24 0.596
C 1.592 -2.003 -3.152 0.03 0.14 0.22 0.256
C 2.884 -2.439 -3.462 0.20 0.10 0.10 -0.991
C 4.013 -1.703 -3.071 -0.40 -0.39 -0.15 -0.745
C 3.879 -0.521 -2.331 -0.60 0.33 0.39 -0.523
H -1.027 -2.443 -2.412 -0.22 0.32 -0.12 0.643
H -2.998 -2.795 -3.873 0.08 0.40 0.11 0.412
H -4.179 -0.835 -4.878 0.26 0.05 0.26 0.408
H -3.433 1.485 -4.322 0.20 -0.30 0.06 0.422
H -1.381 1.832 -2.970 -0.17 -0.29 -0.20 0.563
H 3.967 2.253 -1.073 -0.19 0.16 0.00 0.470
H 2.729 4.369 -0.498 -0.16 -0.30 0.00 0.425
H 0.262 4.371 -0.392 0.10 -0.22 -0.03 0.473
H -1.051 2.306 -0.921 0.29 0.14 0.02 0.630
H 0.717 -2.536 -3.516 0.34 0.01 -0.01 0.454
H 3.011 -3.362 -4.023 0.00 0.27 0.06 0.449
H 5.003 -2.046 -3.376 -0.30 0.08 0.15 0.424
H 4.739 0.076 -2.033 -0.08 -0.22 -0.20 0.467
```
Positions in Å, forces in eV/Å.

Calculated values
* charge: +1
* total energy: -1291.88343 a.u.
* ΔE to the lowest compared entry with this formula, charge and spin: 134.2 kJ/mol
* multiplicity: 1

---

3.
This record from the Open Molecules 2025 dataset describes an isolated molecule of C3H3N3O2. The level of theory is ωB97M-V with the def2-TZVPD basis set.

Structure (XYZ):
```
11
Properties=species:S:1:pos:R:3:forces:R:3:mulliken_charge:R:1
O 0.957 -2.128 -1.002 2.74 -7.04 -3.71 -0.342
C 0.635 -1.156 -0.565 -1.28 4.42 4.91 0.451
N 0.544 -0.970 0.897 0.52 5.80 -6.71 -0.105
N -0.593 -0.377 1.121 -4.70 1.53 2.96 -0.425
C -1.080 0.754 0.726 1.49 -3.52 1.23 0.114
N -0.378 1.613 0.018 2.80 2.40 -4.67 -0.460
C 0.321 1.191 -1.021 -3.52 -0.52 5.10 0.036
O 0.094 -0.160 -1.314 1.07 1.25 -1.25 -0.343
H 0.620 -1.594 1.570 1.29 -4.75 2.63 0.244
H -2.026 0.941 1.153 -0.88 0.82 0.19 0.418
H 0.907 1.886 -1.582 0.47 -0.39 -0.68 0.412
```
Positions in Å, forces in eV/Å.

Calculated values
* SMILES string: O=C1NN=CN=CO1
* charge: 0
* total energy: -430.75331 a.u.
* ΔE to the lowest compared entry with this formula, charge and spin: 440.2 kJ/mol
* multiplicity: 1

---

4.
This record from the Open Molecules 2025 dataset describes a cluster of 6 separate species, C19H50NO20P5 in total. The level of theory is ωB97M-V with the def2-TZVPD basis set.

Structure (XYZ):
```
95
Properties=species:S:1:pos:R:3:forces:R:3:mulliken_charge:R:1
C -3.498 -4.758 7.830 -3.20 -0.72 1.33 -0.909
O -2.666 -4.784 6.698 -0.10 1.31 -0.89 -0.299
P -3.211 -3.770 5.564 -0.93 3.72 0.55 1.055
O -3.817 -2.453 6.124 1.37 -4.22 -1.92 -0.679
O -1.856 -3.506 4.720 -0.65 -0.84 -0.52 -0.267
C -2.010 -2.903 3.417 -0.49 1.10 -0.72 -0.718
O -4.232 -4.618 4.596 1.89 0.24 0.87 -0.289
C -3.733 -5.798 3.919 -1.01 -1.43 -0.42 -0.824
H -4.130 -5.647 7.830 1.09 -1.12 0.57 0.354
H -4.412 -4.165 7.823 0.39 1.39 -1.16 0.342
H -3.165 -4.446 8.820 1.31 -0.58 -0.41 0.340
H -2.675 -2.042 3.491 -0.09 0.01 0.16 0.341
H -2.381 -3.501 2.585 -0.41 -0.90 0.67 0.254
H -1.104 -2.515 2.951 0.62 -0.17 1.08 0.273
H -2.860 -6.359 4.255 0.70 1.24 0.48 0.341
H -3.693 -5.678 2.837 0.25 0.59 0.15 0.326
H -4.446 -6.611 4.054 -0.72 0.37 0.14 0.358
C 0.415 2.318 -0.142 -0.75 1.47 -0.06 -0.646
O 0.728 2.031 -1.534 -0.01 -2.65 -0.48 -0.307
P 0.415 0.521 -2.112 -0.19 -1.13 -0.92 0.983
O -1.000 0.058 -1.939 2.11 0.63 0.00 -0.657
O 1.578 -0.471 -1.479 -1.55 1.68 0.38 -0.327
C 1.422 -1.872 -1.576 0.08 -1.17 -0.75 -0.728
O 0.956 0.523 -3.670 -0.97 0.05 0.90 -0.278
C 0.722 -0.555 -4.645 1.07 -0.04 -0.13 -0.647
H 0.159 1.520 0.555 0.78 -0.53 -0.49 0.310
H -0.473 2.948 -0.089 -0.35 -0.09 -0.59 0.259
H 1.166 3.026 0.209 0.48 -0.72 0.13 0.279
H 1.575 -2.383 -0.626 0.17 0.37 0.08 0.263
H 2.130 -2.242 -2.317 0.47 0.02 0.23 0.300
H 0.482 -2.250 -1.979 -0.52 0.65 0.27 0.338
H 0.132 -0.224 -5.500 -0.39 0.22 0.56 0.286
H 0.437 -1.549 -4.301 -0.91 0.52 0.79 0.260
H 1.679 -0.842 -5.082 0.47 0.73 0.10 0.314
C 4.669 4.908 -7.116 -0.44 -1.19 0.80 -0.654
O 4.268 4.662 -8.451 -1.39 -0.71 -1.77 -0.312
P 3.464 3.261 -8.797 0.65 0.00 0.72 1.015
O 4.201 2.059 -8.347 -1.06 1.15 0.05 -0.684
O 3.286 3.279 -10.400 -0.55 1.56 1.75 -0.324
C 4.287 3.738 -11.325 0.43 -1.07 -0.63 -0.643
O 1.958 3.438 -8.109 2.01 -0.88 -1.16 -0.236
C 1.073 4.393 -8.671 0.59 1.44 -0.82 -0.635
H 5.008 5.931 -6.954 0.14 -0.19 -0.49 0.243
H 5.395 4.133 -6.874 0.39 0.42 0.30 0.301
H 3.812 4.722 -6.469 -0.05 0.20 0.26 0.283
H 5.254 4.028 -10.913 -0.20 -0.32 0.57 0.305
H 4.006 4.564 -11.979 -0.78 -0.01 0.36 0.266
H 4.382 2.828 -11.918 0.60 0.38 -0.42 0.264
H 1.375 4.595 -9.698 -0.42 -0.32 -0.30 0.283
H 1.240 5.368 -8.212 -0.25 -0.04 0.54 0.274
H 0.016 4.129 -8.629 0.33 -0.44 0.25 0.252
C 3.414 -8.531 -0.560 -0.53 -0.35 0.01 -0.521
O 2.121 -7.891 -0.335 -0.17 -0.57 -0.21 -0.341
P 1.218 -7.840 0.987 1.87 0.61 1.13 0.991
O -0.159 -7.349 0.858 0.72 -1.05 -0.35 -0.660
O 1.559 -9.308 1.664 0.12 2.29 -1.80 -0.281
C 0.804 -9.880 2.687 0.69 -0.82 1.54 -0.713
O 2.011 -6.763 1.914 -2.04 -0.24 -0.98 -0.320
C 3.153 -6.955 2.726 -1.12 0.07 -0.63 -0.560
H 3.965 -8.038 -1.361 -0.13 0.94 0.56 0.275
H 3.329 -9.513 -1.027 -0.73 -0.32 0.54 0.263
H 3.963 -8.629 0.376 0.13 0.20 -0.23 0.253
H 1.496 -10.227 3.454 0.50 -0.24 -0.09 0.287
H 0.367 -10.800 2.297 -0.88 0.48 0.19 0.266
H 0.244 -9.175 3.301 -0.93 -0.03 -0.81 0.313
H 2.885 -6.563 3.707 0.28 -0.34 0.18 0.209
H 3.885 -6.285 2.274 0.75 -0.73 0.27 0.182
H 3.239 -8.041 2.680 1.45 0.13 0.70 0.357
C -0.584 7.824 6.403 -1.15 0.69 -0.58 -0.599
O 0.358 6.874 6.794 1.77 -1.00 -0.06 -0.289
P 0.882 5.733 5.775 -2.57 2.49 -2.06 1.004
O 1.868 4.850 6.304 1.62 -1.18 1.07 -0.656
O -0.528 5.059 5.341 0.48 0.80 -0.78 -0.266
C -1.202 4.104 6.150 1.43 -1.87 0.87 -0.773
O 1.337 6.558 4.405 -3.36 -2.08 1.42 -0.286
C 2.627 6.996 4.139 0.81 0.85 2.01 -0.683
H -1.575 7.371 6.425 -0.12 0.07 -0.08 0.227
H -0.400 8.211 5.401 0.09 -0.14 -0.12 0.299
H -0.592 8.689 7.066 0.30 -0.28 0.28 0.259
H -0.488 3.684 6.858 0.02 0.72 0.88 0.324
H -1.329 3.135 5.666 -0.62 0.47 -1.18 0.309
H -2.132 4.378 6.648 0.24 0.69 -0.34 0.284
H 3.266 6.537 4.894 0.78 -0.66 -0.82 0.348
H 2.653 8.018 4.518 0.19 0.57 -0.84 0.282
H 2.879 6.899 3.084 0.09 -0.16 0.34 0.216
C -5.691 4.739 -2.806 -0.35 1.28 0.44 -0.390
C -7.051 4.571 -2.424 0.94 -1.02 0.60 -0.265
C -7.044 3.500 -1.554 -0.25 0.19 0.92 -0.515
N -5.716 3.097 -1.258 -2.50 1.28 -1.28 -0.047
C -4.946 3.906 -2.041 1.89 -1.02 -0.26 -0.495
H -5.348 5.578 -3.394 0.29 -0.30 -0.13 0.353
H -7.838 5.278 -2.641 -0.23 -0.52 -0.14 0.360
H -7.904 3.158 -0.998 0.26 -0.38 0.07 0.338
H -5.441 2.257 -0.768 -0.03 0.34 -0.19 0.232
H -3.878 3.743 -2.054 0.00 0.12 -0.04 0.429
```
Positions in Å, forces in eV/Å.

Calculated values
* SMILES string: COP(=O)(OC)OC.COP(=O)(OC)OC.COP(=O)(OC)OC.COP(=O)(OC)OC.COP(=O)(OC)OC.c1cc[nH]c1
* charge: 0
* total energy: -4020.50781 a.u.
* multiplicity: 1

---

Number 1: HOMO-LUMO gap 7.3 eV. Number 2: HOMO-LUMO gap 4.2 eV. Number 3: HOMO-LUMO gap 9.2 eV. Number 4: HOMO-LUMO gap 8.5 eV.